1.
The following is a DFT calculation (ωB97M-V/def2-TZVPD) of one molecule with the formula C3H4O3 in a non-equilibrium geometry.

Bonds (Å) are listed after each position.
Cartesian coordinates (Å):
1 C -0.6221 -1.0172 -0.6693  C2 1.452, C3 1.760, O4 1.180
2 C 0.7300 -0.4883 -0.6706  C1 1.452, C3 1.555, H7 1.088, H8 1.085
3 C -0.1239 0.3458 0.3260  C1 1.760, C2 1.555, O5 1.373, O6 1.378
4 O -1.5244 -1.7212 -0.9563  C1 1.180
5 O -0.0041 0.0830 1.6680  C3 1.373, H9 0.970
6 O -0.4526 1.6276 -0.0592  C3 1.378, H10 0.967
7 H 1.4878 -1.1324 -0.2303  C2 1.088
8 H 1.0809 0.0188 -1.5632  C2 1.085
9 H 0.8106 0.4715 2.0221  O5 0.970
10 H -1.3822 1.8123 0.1328  O6 0.967

The net charge is 0. As for the structure (SMILES): O=C1CC1(O)O. The multiplicity is 1. The calculation puts the energy above the lowest of the compared OMol25 structures with the same formula, charge and spin at 320.5 kJ/mol. The total energy is -9315.3788 eV. The HOMO-LUMO gap comes out at 8.669 eV. The LUMO energy is 0.60 eV. For the HOMO energy, the calculation gives -8.066 eV.

***

2.
The following is a DFT calculation (ωB97M-V/def2-TZVPD) of one molecule with the formula C3H4O3.

Bonds (Å) are listed after each position.
Cartesian coordinates (Å):
1 O 0.1966 1.3022 -0.0162  C2 1.308, C5 1.539
2 C 1.0932 0.3617 -0.1663  O1 1.308, C3 1.376, H7 1.088
3 C 0.7786 -0.9735 -0.0557  C2 1.376, H8 1.084, H9 1.093
4 O -1.1317 -0.3243 -0.7442  C5 1.341
5 C -1.1232 0.5619 0.2624  O1 1.539, O4 1.341, O6 1.218, H10 1.228
6 O -1.4196 0.4504 1.4384  C5 1.218
7 H 2.0718 0.7363 -0.4593  C2 1.088
8 H 1.4418 -1.7241 -0.4708  C3 1.084
9 H 0.0953 -1.2941 0.7352  C3 1.093
10 H -2.0028 0.9037 -0.5234  C5 1.228

The net charge is 0. The multiplicity is 1. The calculation puts the energy above the lowest of the compared OMol25 structures with the same formula, charge and spin at 618.8 kJ/mol. The total energy is -9312.2874 eV. The HOMO-LUMO gap (spin up / spin down) comes out at 7.574 / 7.078 eV. The LUMO energy (spin up / spin down) is -1.84 / -2.15 eV. For the HOMO energy (spin up / spin down), the calculation gives -9.413 / -9.233 eV.

***

3.
The following is a DFT calculation (ωB97M-V/def2-TZVPD) of one molecule with the formula C3H4O3.

Bonds (Å) are listed after each position.
Cartesian coordinates (Å):
1 O -0.0770 -1.0895 -1.7866  C2 1.398, H7 0.968
2 C -0.1219 -1.2845 -0.4033  O1 1.398, C3 1.495, H8 1.106, H9 1.095
3 C 0.2204 -0.0819 0.4159  C2 1.495, O4 1.287, C5 1.809
4 O 0.2952 1.0059 -0.2675  C3 1.287, C5 1.530
5 C 0.2100 1.5709 1.1520  C3 1.809, O4 1.530, O6 1.192, H10 1.089
6 O -0.7917 2.0899 1.5375  C5 1.192
7 H -0.4131 -0.2007 -1.9697  O1 0.968
8 H -1.1198 -1.5958 -0.0413  C2 1.106
9 H 0.5636 -2.0979 -0.1417  C2 1.095
10 H 1.2344 1.6837 1.5048  C5 1.089

The net charge is 0. The multiplicity is 1. The calculation puts the energy above the lowest of the compared OMol25 structures with the same formula, charge and spin at 399.1 kJ/mol. The total energy is -9314.5646 eV. The HOMO-LUMO gap comes out at 9.718 eV. The LUMO energy is 0.19 eV. For the HOMO energy, the calculation gives -9.524 eV.

***

> Look up the total energy of the first one.

-9315.3788 eV

***

> Number 3 is which compound?

C3H4O3

***

What did the first record say?
The following is a DFT calculation (ωB97M-V/def2-TZVPD) of one molecule with the formula C3H4O3 in a non-equilibrium geometry.

Bonds (Å) are listed after each position.
Cartesian coordinates (Å):
1 C -0.6221 -1.0172 -0.6693  C2 1.452, C3 1.760, O4 1.180
2 C 0.7300 -0.4883 -0.6706  C1 1.452, C3 1.555, H7 1.088, H8 1.085
3 C -0.1239 0.3458 0.3260  C1 1.760, C2 1.555, O5 1.373, O6 1.378
4 O -1.5244 -1.7212 -0.9563  C1 1.180
5 O -0.0041 0.0830 1.6680  C3 1.373, H9 0.970
6 O -0.4526 1.6276 -0.0592  C3 1.378, H10 0.967
7 H 1.4878 -1.1324 -0.2303  C2 1.088
8 H 1.0809 0.0188 -1.5632  C2 1.085
9 H 0.8106 0.4715 2.0221  O5 0.970
10 H -1.3822 1.8123 0.1328  O6 0.967

The net charge is 0. As for the structure (SMILES): O=C1CC1(O)O. The multiplicity is 1. The calculation puts the energy above the lowest of the compared OMol25 structures with the same formula, charge and spin at 320.5 kJ/mol. The total energy is -9315.3788 eV. The HOMO-LUMO gap comes out at 8.669 eV. The LUMO energy is 0.60 eV. For the HOMO energy, the calculation gives -8.066 eV.

***

> Number 2 is which compound?

C3H4O3